# 1
{"formula": "C25H14CeCl3N5OS3", "method": "ωB97M-V/def2-TZVPD", "e_lumo_ev": [1.733, 1.741], "spin_multiplicity": 2, "orbital_gap_ev": [6.805, 6.817], "total_charge": -1, "e_above_lowest_kj_mol": 0.0, "species": ["Ce", "S", "C", "C", "N", "C", "S", "C", "N", "Cl", "C", "C", "C", "Cl", "C", "O", "C", "Cl", "C", "H", "H", "C", "C", "C", "C", "N", "C", "S", "N", "C", "H", "H", "H", "H", "H", "H", "H", "H", "N", "C", "C", "C", "C", "C", "C", "C", "C", "C", "H", "H", "H", "H"], "coordinates": [[-0.21844, 0.60718, -0.12071], [-0.62588, 3.39054, -0.01885], [-0.39861, 4.04773, -1.62099], [-0.49848, 5.48193, -1.69187], [-0.55847, 6.63239, -1.69895], [-0.07664, 3.35553, -2.74900], [0.21431, 1.65046, -2.87687], [0.13357, 4.10838, -3.96185], [0.33715, 4.66545, -4.94925], [-1.81245, -1.13758, 7.15942], [-1.12906, -0.76619, 5.59865], [-1.93898, -0.23869, 4.60895], [-1.36494, 0.04221, 3.38563], [-2.33522, 0.69719, 2.09384], [-0.01111, -0.17330, 3.08396], [0.47581, 0.11694, 1.91173], [0.75778, -0.70933, 4.13131], [2.43978, -1.00056, 3.84269], [0.21518, -1.00500, 5.36857], [-2.98879, -0.05346, 4.78383], [0.84143, -1.41816, 6.14612], [3.07584, 4.50215, -2.82129], [2.95794, 3.77535, -1.52633], [2.85994, 4.36601, -0.29210], [2.64858, 3.53667, 0.81265], [2.60026, 2.20993, 0.72036], [2.74257, 1.63706, -0.47314], [2.60469, -0.04559, -0.72156], [2.92652, 2.43247, -1.57188], [2.41664, 4.09754, 2.17693], [2.86147, 5.55888, -2.68417], [2.37415, 4.09625, -3.55314], [4.08530, 4.39157, -3.22220], [2.85741, 5.44138, -0.19983], [2.78219, 1.96656, -2.46398], [2.38235, 5.18485, 2.17146], [3.20549, 3.75453, 2.84800], [1.47100, 3.70681, 2.55240], [-8.96759, -0.80150, -5.33115], [-7.98454, -0.76982, -4.73461], [-6.75493, -0.73832, -3.98996], [-6.20040, -1.92756, -3.52017], [-5.02222, -1.89950, -2.80019], [-4.37454, -0.68777, -2.53280], [-4.93987, 0.49830, -3.01655], [-6.11783, 0.47579, -3.73674], [-3.16031, -0.66143, -1.78119], [-2.12124, -0.63889, -1.13800], [-6.69722, -2.86708, -3.72211], [-4.58617, -2.81772, -2.43151], [-4.43498, 1.43452, -2.82098], [-6.54924, 1.39539, -4.10855]], "forces_ev_per_angstrom": [[0.193, 0.209, -0.988], [-0.155, 0.126, -0.075], [0.084, 0.145, 0.139], [-0.034, -0.106, 0.033], [0.043, 0.021, -0.017], [0.086, 0.032, -0.138], [-0.145, 0.131, 0.014], [-0.346, -0.150, -0.006], [0.023, 0.035, -0.003], [0.008, 0.003, -0.015], [-0.014, 0.000, 0.007], [0.016, 0.000, 0.003], [-0.058, 0.010, 0.033], [-0.172, 0.031, 0.159], [0.053, 0.069, -0.025], [-0.063, -0.311, 0.853], [0.036, -0.007, 0.044], [-0.028, 0.004, -0.006], [0.007, 0.001, 0.005], [-0.001, 0.000, 0.001], [-0.001, 0.001, 0.000], [0.078, -0.052, 0.017], [-0.005, 0.061, -0.014], [0.007, -0.026, 0.021], [-0.124, 0.061, 0.013], [0.171, -0.101, -0.055], [0.049, -0.035, 0.037], [0.218, -0.009, -0.091], [-0.071, -0.034, 0.004], [0.020, 0.009, -0.003], [-0.024, 0.008, -0.016], [0.214, 0.051, 0.068], [0.023, 0.008, 0.010], [-0.006, 0.005, 0.001], [0.029, -0.018, -0.047], [0.004, -0.002, -0.008], [-0.004, -0.002, 0.008], [-0.002, 0.004, -0.003], [0.000, 0.001, 0.010], [0.040, 0.010, 0.003], [-0.069, -0.001, -0.034], [0.039, -0.006, 0.024], [-0.028, -0.010, -0.003], [0.000, -0.023, -0.016], [0.024, 0.008, 0.002], [0.008, -0.002, 0.004], [-0.005, -0.045, 0.045], [-0.116, -0.107, 0.005], [-0.006, 0.004, -0.003], [0.004, 0.003, 0.002], [-0.001, 0.000, 0.002], [-0.003, -0.001, -0.001]]}

=====

# 2
{"formula": "C25H14Cl2CoN5O2S2", "method": "ωB97M-V/def2-TZVPD", "e_lumo_ev": [-2.400, -2.422], "orbital_gap_ev": [3.597, 3.510], "species": ["Co", "Cl", "C", "C", "C", "N", "C", "O", "C", "C", "C", "C", "C", "N", "C", "C", "C", "Cl", "N", "C", "O", "C", "C", "C", "C", "C", "N", "H", "H", "H", "H", "H", "H", "H", "H", "H", "H", "S", "C", "N", "C", "C", "C", "C", "C", "C", "S", "H", "H", "H", "H"], "coordinates": [[0.34505, 0.03534, 0.17708], [4.68136, -2.43333, -4.36290], [3.33152, -2.26503, -3.29831], [2.98012, -1.00323, -2.83751], [1.93565, -0.87654, -1.94491], [0.29049, 0.86353, -2.35252], [2.17147, 1.60237, -1.07600], [3.35182, 1.78179, -1.24451], [1.26527, 2.60439, -0.40081], [1.52883, 3.96180, -0.41534], [0.62195, 4.82375, 0.17916], [-0.50360, 4.28296, 0.78267], [-0.67577, 2.90917, 0.77735], [0.18396, 2.07343, 0.20247], [1.23734, -2.00466, -1.47049], [1.55990, -3.26260, -1.97609], [2.60244, -3.37776, -2.88559], [3.00983, -4.95227, -3.46591], [0.30937, -1.71662, -0.47315], [-0.48140, -2.62572, 0.13222], [-0.63366, -3.80955, -0.13767], [-1.18023, -1.99435, 1.30696], [-1.86926, -2.76875, 2.22315], [-2.35214, -2.17158, 3.37372], [-2.13439, -0.81402, 3.56038], [-1.46154, -0.10721, 2.58219], [-1.00250, -0.67540, 1.46879], [3.53601, -0.13200, -3.15675], [2.43147, 4.30517, -0.90219], [0.78344, 5.89321, 0.17019], [-1.24721, 4.91483, 1.24731], [-1.54478, 2.46874, 1.24900], [1.03056, -4.13964, -1.64394], [-1.98285, -3.82350, 2.01654], [-2.87693, -2.75449, 4.11874], [-2.46618, -0.30635, 4.45474], [-1.26373, 0.94863, 2.70408], [2.03158, -0.01433, 1.53926], [1.36296, 0.41654, -1.46354], [-0.77210, 0.15826, -2.48780], [-1.36071, 0.32960, -3.68119], [-2.53270, -0.31195, -4.11528], [-2.96595, -0.08867, -5.39733], [-2.27330, 0.76900, -6.26715], [-1.13891, 1.44103, -5.85445], [-0.69154, 1.20993, -4.56274], [0.69236, 1.82919, -3.75860], [-3.04758, -0.97858, -3.43678], [-3.86103, -0.58291, -5.74898], [-2.62889, 0.89948, -7.27985], [-0.60855, 2.11569, -6.51176]], "forces_ev_per_angstrom": [[-1.125, 0.059, -0.715], [0.079, 0.062, -0.120], [-0.046, -0.132, 0.084], [-0.088, 0.005, -0.014], [-0.399, -0.055, -0.094], [-0.268, -0.725, -1.852], [0.014, -0.309, 0.365], [-0.046, 0.189, -0.275], [0.123, 0.175, 0.390], [0.007, -0.068, -0.145], [-0.068, -0.129, 0.062], [0.047, 0.152, -0.085], [-0.131, -0.086, 0.017], [0.296, 0.281, 0.129], [0.195, -0.080, 0.056], [-0.002, 0.085, 0.025], [0.058, 0.215, 0.071], [-0.006, -0.096, -0.037], [0.087, -0.254, 0.148], [0.425, 0.090, -0.270], [-0.155, 0.026, 0.032], [-0.089, 0.010, 0.192], [-0.021, -0.040, -0.106], [0.005, 0.115, -0.046], [-0.095, -0.073, 0.006], [-0.040, 0.118, -0.033], [0.238, -0.183, 0.445], [0.032, -0.020, -0.020], [0.010, 0.016, 0.027], [0.019, 0.003, 0.021], [0.010, -0.020, 0.041], [0.024, -0.049, -0.018], [-0.016, -0.027, 0.024], [0.044, -0.007, 0.008], [0.009, -0.002, 0.014], [-0.009, 0.005, -0.004], [0.119, -0.036, 0.025], [0.006, 0.206, -0.169], [0.443, 0.175, 0.994], [0.640, 0.443, 0.714], [-0.243, 0.358, -0.933], [-0.027, -0.129, 0.155], [-0.158, -0.127, 0.158], [0.346, 0.202, 0.136], [-0.373, 0.108, -0.374], [0.544, 0.098, 0.723], [-0.379, -0.485, 0.331], [-0.015, -0.019, -0.038], [0.020, -0.024, -0.001], [-0.012, 0.021, -0.001], [-0.024, -0.041, -0.042]]}

=====

# 3
{"formula": "C25H15B2Cl4F6O", "method": "ωB97M-V/def2-TZVPD", "e_lumo_ev": -0.147, "orbital_gap_ev": 5.213, "total_charge": -1, "species": ["Cl", "B", "Cl", "Cl", "O", "C", "C", "C", "C", "C", "Cl", "C", "C", "H", "H", "H", "H", "H", "F", "C", "C", "C", "C", "C", "F", "C", "B", "C", "C", "F", "C", "C", "C", "C", "F", "C", "C", "F", "C", "C", "C", "C", "F", "H", "H", "H", "H", "H", "H", "H", "H", "H", "H"], "coordinates": [[0.07880, -3.75446, 2.70811], [-0.09149, -4.37095, 0.99530], [0.52602, -6.14998, 0.76415], [-1.87892, -4.29598, 0.38782], [0.78624, -3.49398, 0.15237], [0.82204, -3.31587, -1.11233], [2.04333, -3.65594, -1.84357], [1.92873, -4.32022, -3.09014], [3.05652, -4.42024, -3.91466], [4.26820, -3.84262, -3.49810], [5.56741, -3.73847, -4.61206], [4.41425, -3.32518, -2.18999], [3.31006, -3.26113, -1.34839], [-0.08034, -2.96771, -1.66253], [0.96680, -4.75225, -3.35626], [3.00139, -4.92610, -4.87902], [5.38963, -2.97975, -1.85862], [3.38345, -2.88248, -0.32241], [-1.07370, 1.58249, 3.58026], [0.14594, 1.86798, 3.02007], [1.06906, 2.44912, 3.89260], [2.31418, 2.85219, 3.41063], [2.62563, 2.62402, 2.06824], [1.66458, 2.04034, 1.24662], [1.96055, 1.96208, -0.08944], [0.39285, 1.62807, 1.66889], [-0.69403, 1.05931, 0.62035], [-2.19225, 0.91649, 1.21145], [-2.84062, -0.27148, 1.52618], [-2.12327, -1.42872, 1.45732], [-4.17159, -0.32690, 1.95037], [-4.89360, 0.85897, 2.10083], [-4.28454, 2.08002, 1.81286], [-2.95092, 2.06616, 1.41215], [-2.36516, 3.30390, 1.35619], [-0.84156, 2.05378, -0.63920], [-1.45730, 1.64644, -1.82144], [-2.03915, 0.39896, -1.86141], [-1.57604, 2.46338, -2.94351], [-1.15307, 3.78967, -2.86160], [-0.61711, 4.27133, -1.66946], [-0.46466, 3.39289, -0.60495], [0.00525, 4.01641, 0.52369], [-0.37353, -0.04380, 0.18861], [0.75282, 2.58046, 4.91912], [3.02795, 3.34062, 4.07813], [3.58079, 2.91932, 1.64365], [-4.57172, -1.30872, 2.14654], [-5.91941, 0.82271, 2.44458], [-4.77837, 3.04244, 1.90766], [-2.04168, 2.04720, -3.82416], [-1.26062, 4.45529, -3.70711], [-0.34784, 5.30091, -1.48439]], "forces_ev_per_angstrom": [[0.046, -0.264, -0.360], [-1.546, -0.499, 0.880], [0.034, 0.763, -0.010], [0.831, -0.017, -0.010], [0.973, 0.548, -3.025], [-0.199, -1.170, 2.051], [0.320, 0.413, -0.333], [0.626, 0.780, 0.361], [-0.128, 0.013, 0.437], [-0.993, 0.057, 0.982], [0.274, -0.116, -0.068], [-0.153, -0.337, -0.517], [-0.472, -0.197, -0.217], [0.299, -0.407, 0.494], [0.196, 0.197, -0.244], [0.000, 0.218, 0.274], [-0.205, -0.001, -0.084], [-0.002, 0.010, -0.530], [0.703, -0.004, -0.320], [0.539, 0.187, 0.163], [-0.145, -0.035, -0.343], [-0.276, -0.313, 0.004], [-0.211, -0.062, -0.152], [-0.057, 0.108, 0.627], [0.070, -0.232, 0.566], [0.118, 0.017, 0.225], [-0.147, -0.589, -0.166], [0.057, 0.466, 0.163], [-0.204, 0.517, -0.004], [-0.591, 0.481, 0.008], [0.656, -0.008, -0.141], [0.329, -0.130, -0.311], [0.345, -0.253, -0.029], [-0.798, -0.086, 0.682], [-0.177, -0.635, -0.259], [0.142, 0.110, 0.208], [0.083, 0.551, 0.088], [0.594, 0.654, -0.187], [-0.127, -0.299, 0.353], [0.131, -0.085, 0.291], [-0.139, -0.534, -0.014], [-0.358, 0.743, -0.675], [-0.095, -0.616, -0.504], [0.231, 0.169, 0.108], [0.164, 0.125, 0.042], [-0.183, -0.212, -0.243], [-0.143, 0.013, 0.044], [-0.285, -0.029, 0.159], [-0.016, 0.011, -0.048], [-0.055, -0.202, 0.127], [-0.045, 0.111, -0.168], [-0.053, -0.035, -0.071], [0.037, 0.107, -0.305]]}

=====

# 4
{"formula": "C25H15F4N9O3RuS", "method": "ωB97M-V/def2-TZVPD", "e_lumo_ev": [-3.270, -6.479], "spin_multiplicity": 6, "orbital_gap_ev": [7.256, 4.047], "total_charge": 1, "e_above_lowest_kj_mol": 67.5, "species": ["Ru", "N", "C", "C", "C", "C", "C", "C", "S", "O", "O", "N", "C", "N", "C", "C", "C", "N", "H", "H", "H", "H", "H", "H", "H", "H", "H", "N", "C", "O", "C", "C", "H", "H", "H", "H", "H", "H", "F", "C", "C", "F", "C", "C", "C", "F", "C", "C", "C", "N", "C", "N", "F", "C", "C", "N", "C", "N"], "coordinates": [[-0.10738, -0.24813, 0.65846], [5.70144, 3.53735, 4.40213], [5.10666, 2.85812, 3.38214], [3.74460, 3.05536, 3.09565], [3.14393, 2.37238, 2.06525], [3.88363, 1.46860, 1.30380], [5.23097, 1.26147, 1.57602], [5.83702, 1.95208, 2.60483], [3.15855, 0.61478, -0.01971], [4.14823, -0.17792, -0.67613], [2.37645, 1.54834, -0.80159], [2.02007, -0.35343, 0.70977], [1.98806, -1.71517, 0.67252], [2.99153, -2.55406, 0.44011], [2.66735, -3.83367, 0.40334], [1.36276, -4.32600, 0.56256], [0.38234, -3.40439, 0.80066], [0.69996, -2.10297, 0.89430], [5.19518, 4.22180, 4.93246], [6.68208, 3.43432, 4.58569], [3.17314, 3.75807, 3.68841], [2.09787, 2.54830, 1.84266], [5.79412, 0.55971, 0.97778], [6.88695, 1.79429, 2.81521], [3.48840, -4.52057, 0.23136], [1.14295, -5.38032, 0.51139], [-0.65719, -3.66683, 0.94813], [-4.07251, -0.36665, -1.07324], [-2.96035, -0.39656, -0.33643], [-1.90227, -0.85156, -0.79161], [-3.01973, 0.16808, 1.06476], [-1.80277, -0.26398, 1.86740], [-4.05422, -0.73480, -2.01094], [-4.94523, -0.04070, -0.69542], [-3.94925, -0.14400, 1.55010], [-3.06737, 1.25658, 0.97346], [-1.89026, -1.29929, 2.20728], [-1.62660, 0.37672, 2.73393], [0.30169, 0.40473, -2.66826], [1.06868, 1.28049, -3.33284], [1.95844, 0.80509, -4.27072], [2.04368, -0.51038, -4.42948], [2.75682, 1.67339, -5.02335], [2.59286, 3.04250, -4.78161], [1.69976, 3.51634, -3.83796], [1.62520, 4.82544, -3.64235], [0.92426, 2.64282, -3.07612], [0.05930, 3.10955, -2.01389], [-0.22334, 2.28232, -0.91469], [-0.45635, 1.64339, 0.01878], [-0.50102, 4.40079, -1.94179], [-1.00776, 5.43185, -1.83787], [3.29210, 3.94113, -5.45918], [3.71119, 1.17649, -6.01331], [4.68254, 2.00425, -6.61355], [5.50933, 2.63225, -7.11622], [3.72913, -0.17096, -6.43037], [3.73500, -1.26421, -6.79779]], "forces_ev_per_angstrom": [[-0.147, -0.161, 0.485], [-0.031, -0.040, 0.001], [0.032, 0.093, 0.093], [-0.020, 0.001, 0.002], [-0.026, -0.012, -0.069], [0.111, 0.081, 0.073], [-0.019, -0.005, 0.094], [0.024, -0.065, -0.050], [0.067, -0.135, 0.087], [-0.054, 0.016, -0.140], [0.005, -0.040, 0.099], [-0.333, -0.023, -0.456], [0.308, 0.066, 0.051], [-0.094, 0.092, 0.116], [-0.041, -0.133, -0.019], [0.135, -0.003, -0.010], [-0.077, 0.157, 0.149], [-0.044, -0.265, -0.131], [0.021, -0.016, -0.028], [-0.020, 0.012, -0.013], [-0.013, 0.009, -0.002], [0.018, -0.013, -0.012], [0.015, -0.009, -0.020], [0.010, -0.003, -0.007], [0.002, -0.016, 0.005], [0.025, -0.014, -0.012], [0.003, 0.011, -0.034], [-0.022, -0.039, 0.030], [-0.056, -0.043, -0.020], [0.203, 0.043, -0.039], [-0.040, -0.022, 0.002], [0.097, -0.034, 0.013], [0.006, 0.009, 0.009], [0.009, -0.008, -0.006], [-0.008, 0.022, -0.019], [0.026, -0.008, 0.007], [0.006, 0.021, 0.037], [-0.033, 0.002, -0.028], [0.226, 0.123, -0.082], [-0.092, -0.155, -0.045], [-0.127, -0.143, 0.144], [-0.007, 0.130, 0.025], [0.144, 0.032, -0.141], [0.005, 0.055, -0.021], [0.049, 0.034, 0.010], [-0.041, -0.105, 0.032], [0.014, -0.001, -0.069], [-0.077, 0.099, 0.206], [-0.085, 0.322, 0.051], [0.012, 0.158, -0.383], [0.058, -0.088, -0.044], [-0.027, 0.066, -0.008], [-0.021, -0.100, 0.010], [-0.001, 0.037, 0.027], [-0.070, -0.067, 0.091], [0.049, 0.045, -0.044], [-0.116, 0.091, 0.059], [0.061, -0.063, -0.056]]}

=====

Number 1: total energy -4360.52953 Eh. Number 2: total energy -4484.80116 Eh. Number 3: total energy -3526.76835 Eh. Number 4: total energy -2572.34944 Eh.